17
Properties=species:S:1:pos:R:3:forces:R:3:lowdin_charge:R:1 method="wB97M-V/def2-TZVPD" total_charge=0 multiplicity=1
C -1.003 -1.075 1.264 2.0 3.0 -0.7 -0.30
C 0.935 1.544 -1.468 -2.0 -0.2 2.6 -0.94
C -0.377 -0.005 0.579 -0.6 -1.8 0.0 -0.28
O -1.652 -0.598 2.404 0.0 -1.7 0.2 0.03
O -0.736 -2.437 1.203 -1.6 1.9 1.4 0.07
O 0.712 0.994 -2.630 0.1 1.1 -0.6 0.05
O 0.125 2.519 -0.954 0.7 -1.3 0.6 -0.02
O 0.367 0.065 -0.594 -0.7 -0.4 1.6 -0.16
O -0.715 1.238 1.076 1.2 0.9 -3.2 0.05
Br 2.755 1.797 -1.199 0.7 -0.1 0.3 0.92
Br 1.409 -2.960 -1.532 0.6 -2.2 -0.6 0.48
H -1.480 -1.250 3.114 -0.2 0.5 -0.4 0.13
H -0.216 -2.388 0.436 1.6 -1.3 -2.0 -0.02
H -0.212 0.742 -2.586 -0.7 -0.3 -0.4 0.14
H -0.014 2.383 0.093 0.3 -0.2 -2.5 0.16
H 1.023 -1.711 -1.165 -0.5 2.3 0.5 -0.36
H -0.921 1.141 1.960 -0.8 -0.3 3.2 0.07

77
Properties=species:S:1:pos:R:3:forces:R:3:lowdin_charge:R:1 method="wB97M-V/def2-TZVPD" total_charge=+1 e_above_lowest_ev=2.0532 multiplicity=1
Ti 0.592 1.275 0.144 0.4 0.5 1.0 0.68
S 0.505 0.974 3.287 0.0 0.2 -0.1 0.88
C 0.841 -0.603 3.254 0.1 -0.3 0.1 -0.62
C 0.938 -1.398 4.466 0.0 0.0 0.0 -0.11
C 1.645 -2.530 4.651 0.0 0.0 0.0 -0.04
C 2.534 -3.264 3.754 0.0 0.0 0.0 -0.07
C 3.007 -2.883 2.564 0.0 0.0 0.0 -0.08
C 2.714 -1.562 1.887 -0.2 0.1 0.0 -0.61
S 3.245 -1.733 0.139 0.1 0.1 0.0 1.02
C 3.707 -0.008 -0.270 -0.2 -0.2 0.0 -0.39
C 3.144 0.470 -1.573 0.0 0.1 0.0 -0.29
C 3.849 0.205 -2.737 0.0 0.0 0.0 0.00
C 3.404 0.716 -3.939 0.0 0.0 0.0 -0.01
C 2.270 1.507 -3.935 0.0 0.0 0.0 0.01
C 1.590 1.721 -2.750 0.1 -0.1 0.0 -0.29
C 0.344 2.559 -2.810 0.0 0.1 0.1 -0.35
S -0.008 3.394 -1.245 0.0 0.0 -0.2 1.01
C 1.503 4.321 -1.090 0.0 0.1 0.0 -0.52
C 1.809 5.313 -2.013 0.0 0.0 0.0 -0.08
C 2.996 6.016 -1.894 0.0 0.0 0.0 -0.06
C 3.860 5.741 -0.841 0.0 0.0 0.0 -0.06
C 3.539 4.772 0.094 0.0 -0.1 0.1 -0.09
C 2.356 4.046 -0.026 0.0 0.0 0.0 -0.62
S 1.908 2.864 1.215 0.2 0.2 -0.1 0.66
N 2.007 1.200 -1.575 0.2 -0.1 -0.3 0.06
H 0.415 -0.987 5.320 0.0 0.0 0.0 0.11
H 1.582 -2.955 5.647 0.0 0.0 0.0 0.12
H 2.875 -4.220 4.133 0.0 0.0 0.0 0.12
H 3.699 -3.538 2.045 0.0 0.0 0.0 0.11
H 4.793 0.041 -0.313 0.0 0.1 0.0 0.10
H 3.367 0.647 0.523 0.1 0.1 0.0 0.01
H 4.754 -0.385 -2.681 0.0 0.0 0.0 0.13
H 3.944 0.523 -4.856 0.0 0.0 0.0 0.13
H 1.901 1.959 -4.846 0.0 0.0 0.0 0.13
H -0.523 1.934 -3.012 0.0 0.0 0.0 0.09
H 0.433 3.302 -3.599 0.0 0.0 0.0 0.09
H 1.118 5.540 -2.817 0.0 0.0 0.0 0.12
H 3.238 6.787 -2.614 0.0 0.0 0.0 0.11
H 4.783 6.296 -0.740 0.0 0.0 0.0 0.11
H 4.199 4.569 0.928 0.0 0.0 0.0 0.11
C 3.531 -0.496 2.638 0.1 0.0 0.1 -0.06
C 1.156 -1.295 1.921 -0.1 0.0 0.0 -0.42
N 0.651 -0.492 0.792 0.0 -0.6 -0.1 -0.06
C -0.345 -1.273 0.148 0.2 0.1 -0.2 -0.15
C -0.493 -2.460 0.776 -0.1 0.1 0.1 -0.07
N 0.400 -2.537 1.778 0.1 -0.1 0.0 0.17
C -1.479 -3.580 0.613 0.1 -0.1 -0.1 -0.46
O -2.383 -3.449 -0.342 0.0 0.2 -0.1 0.14
O -1.420 -4.516 1.362 0.0 0.0 0.1 0.15
C -0.986 -0.674 -1.006 -0.2 -0.3 -0.1 -0.52
O -1.915 -1.202 -1.620 0.1 0.0 0.1 0.08
O -0.500 0.500 -1.291 -0.3 -0.2 -0.2 -0.17
H 3.223 0.523 2.407 0.0 0.0 0.0 0.04
H 4.588 -0.617 2.402 0.0 0.0 0.0 0.11
H 3.412 -0.631 3.713 0.0 0.0 0.0 0.10
H 0.367 -3.288 2.449 0.0 0.0 0.0 0.15
H -2.217 -2.631 -0.901 0.0 -0.1 0.0 0.07
F -4.787 -2.471 2.023 0.0 0.0 0.0 0.16
C -4.956 -1.839 0.874 -0.1 0.0 0.0 -0.14
C -5.811 -2.333 -0.034 0.0 0.0 0.0 -0.12
F -6.463 -3.443 0.243 0.0 0.0 0.0 0.17
C -6.040 -1.700 -1.325 0.0 0.0 0.0 0.01
C -5.301 -0.465 -1.533 0.0 0.0 -0.1 -0.12
C -4.443 0.014 -0.624 0.2 0.2 0.0 -0.14
F -3.772 1.138 -0.875 -0.2 -0.1 0.0 0.14
C -4.180 -0.648 0.630 0.0 0.0 -0.1 0.00
C -3.227 -0.201 1.501 0.0 -0.1 0.2 -0.09
C -2.306 0.842 1.201 -0.1 -0.2 -0.2 -0.08
N -1.396 1.509 0.992 -0.2 0.3 0.1 0.15
C -2.856 -0.850 2.726 0.0 -0.1 0.2 -0.15
N -2.435 -1.293 3.701 -0.1 0.0 -0.2 0.24
F -5.470 0.193 -2.663 0.0 0.0 0.0 0.16
C -6.863 -2.231 -2.267 0.0 0.0 0.0 -0.10
C -7.081 -1.635 -3.553 0.1 0.0 -0.1 -0.15
N -7.274 -1.224 -4.608 0.0 0.0 0.1 0.23
C -7.595 -3.451 -2.092 -0.1 -0.1 0.0 -0.15
N -8.209 -4.420 -2.033 0.0 0.1 0.0 0.24

98
Properties=species:S:1:pos:R:3:forces:R:3:lowdin_charge:R:1 method="wB97M-V/def2-TZVPD" total_charge=-1 e_above_lowest_ev=0.1540 multiplicity=1
Sn 1.061 1.218 1.703 0.2 -0.1 0.2 1.31
C -0.832 -4.822 -1.868 0.0 0.0 0.0 -0.05
C 0.638 -4.706 -1.447 0.0 -0.1 0.0 -0.56
C 0.863 -5.529 -0.171 0.0 0.0 0.0 -0.05
C 1.501 -5.321 -2.551 -0.1 0.1 0.0 -0.08
C 0.974 -3.239 -1.187 -0.1 -0.1 0.0 -0.19
C 0.300 -2.560 -0.171 0.0 0.0 -0.1 0.01
C 0.545 -1.223 0.088 0.1 0.1 -0.1 -0.21
N -0.039 -0.452 1.092 -0.1 0.1 0.0 -0.08
C -1.339 -0.566 1.566 0.1 0.3 0.1 -0.22
C -2.299 -1.458 1.115 -0.1 -0.1 0.0 0.02
C -3.589 -1.447 1.642 0.0 0.0 -0.1 -0.19
C -3.897 -0.508 2.609 0.0 0.0 0.0 -0.03
C -2.993 0.459 3.056 0.0 0.0 0.0 -0.10
C -1.697 0.436 2.531 0.2 -0.1 -0.2 -0.31
O -0.757 1.316 2.845 0.1 0.0 -0.1 -0.34
C -3.503 1.439 4.121 0.0 0.0 0.0 -0.53
C -4.821 2.079 3.655 0.0 0.0 0.0 -0.06
C -3.764 0.649 5.411 0.0 0.0 0.0 -0.05
C -2.563 2.595 4.469 0.0 0.0 0.0 -0.07
C -4.667 -2.425 1.177 0.0 0.0 0.0 -0.56
C -4.153 -3.398 0.114 0.0 0.0 0.0 -0.08
C -5.167 -3.255 2.368 0.0 0.0 -0.1 -0.05
C -5.843 -1.643 0.575 0.0 -0.1 0.0 -0.05
C 1.567 -0.540 -0.645 -0.1 0.1 0.2 -0.31
O 1.862 0.699 -0.272 0.0 0.0 0.0 -0.32
C 2.242 -1.211 -1.671 0.0 0.0 -0.1 -0.10
C 1.918 -2.546 -1.923 0.0 0.0 0.0 0.00
C 3.337 -0.506 -2.474 0.1 -0.1 0.0 -0.53
C 2.768 0.746 -3.146 0.0 -0.1 -0.1 -0.05
C 4.488 -0.111 -1.537 0.0 0.0 0.0 -0.04
C 3.917 -1.398 -3.575 0.0 0.0 0.1 -0.08
H -1.101 -5.865 -2.044 0.0 -0.1 0.0 0.08
H -1.014 -4.258 -2.783 0.0 0.0 0.0 0.09
H -1.495 -4.427 -1.099 0.0 0.0 0.0 0.06
H 0.640 -6.583 -0.353 0.0 -0.1 0.0 0.08
H 0.226 -5.188 0.643 0.0 0.0 0.1 0.07
H 1.898 -5.447 0.160 0.1 0.0 0.0 0.09
H 1.235 -6.371 -2.684 0.0 0.0 0.0 0.08
H 2.561 -5.269 -2.303 0.1 0.0 0.0 0.08
H 1.350 -4.815 -3.505 0.0 0.0 -0.1 0.08
H -0.406 -3.092 0.449 0.0 0.0 0.0 0.10
H -2.047 -2.143 0.325 0.0 0.0 0.0 0.07
H -4.889 -0.518 3.039 -0.1 0.0 0.0 0.09
H -5.611 1.344 3.506 0.0 0.0 0.0 0.07
H -4.673 2.609 2.714 0.0 0.0 0.0 0.09
H -5.170 2.795 4.402 0.0 0.0 0.0 0.08
H -4.478 -0.157 5.244 0.0 0.0 0.0 0.07
H -4.161 1.306 6.188 0.0 0.0 0.1 0.08
H -2.838 0.205 5.777 0.1 0.0 0.0 0.09
H -2.334 3.199 3.596 0.0 0.1 -0.1 0.08
H -1.620 2.245 4.875 0.1 0.0 0.0 0.08
H -3.057 3.230 5.210 0.0 0.0 0.0 0.08
H -3.332 -4.006 0.494 0.0 0.0 0.0 0.08
H -3.804 -2.874 -0.775 0.0 0.0 -0.1 0.09
H -4.957 -4.073 -0.186 0.0 0.0 0.0 0.08
H -4.347 -3.820 2.810 0.1 0.0 0.0 0.09
H -5.940 -3.958 2.050 0.0 0.0 0.0 0.08
H -5.588 -2.618 3.144 0.0 0.0 0.1 0.07
H -5.512 -1.058 -0.282 0.0 0.0 -0.1 0.09
H -6.273 -0.955 1.301 0.0 0.1 0.1 0.07
H -6.629 -2.326 0.245 -0.1 0.0 0.0 0.08
H 2.439 -3.057 -2.715 0.0 -0.1 0.0 0.07
H 2.352 1.421 -2.408 -0.1 0.1 0.1 0.05
H 1.976 0.476 -3.849 0.0 0.0 0.0 0.09
H 3.550 1.267 -3.706 0.1 0.0 0.0 0.08
H 4.134 0.550 -0.751 0.0 0.1 0.0 0.07
H 5.280 0.393 -2.100 0.0 0.0 0.0 0.07
H 4.919 -1.000 -1.074 0.0 0.0 0.0 0.09
H 3.150 -1.713 -4.284 0.0 0.0 0.0 0.08
H 4.394 -2.290 -3.167 0.0 0.0 0.0 0.08
H 4.675 -0.839 -4.127 0.0 0.0 0.0 0.08
Cl -2.088 2.339 -0.667 -0.1 -0.1 0.0 0.75
C -0.654 3.046 -1.339 -0.2 -0.1 -0.2 -0.60
C -0.484 3.031 -2.666 0.0 0.1 0.1 -0.10
C 0.705 3.618 -3.235 0.0 0.0 -0.1 -0.08
C 1.705 4.044 -2.456 0.1 0.1 -0.1 -0.06
C 1.629 3.976 -1.004 -0.2 0.0 -0.3 -0.17
C 0.319 3.625 -0.422 0.1 -0.2 0.1 -0.29
C 0.048 3.703 0.893 -0.3 0.6 0.1 -0.07
H -1.243 2.599 -3.303 0.0 0.0 0.0 0.10
H 0.793 3.675 -4.312 0.0 0.0 0.0 0.10
H 2.597 4.455 -2.905 0.0 0.0 0.0 0.11
H 2.561 4.232 0.856 0.0 -0.1 0.0 0.10
H -0.934 3.446 1.251 0.0 -0.2 0.2 0.02
H 0.691 4.229 1.582 0.1 -0.1 0.0 0.06
C 2.696 4.199 -0.219 0.1 0.0 0.3 0.00
C 4.077 4.397 -0.649 0.3 0.1 0.0 -0.20
C 4.874 5.327 0.027 -0.1 0.0 0.0 -0.04
C 6.194 5.530 -0.333 0.0 0.0 0.0 -0.10
C 6.755 4.790 -1.364 0.0 0.0 0.0 -0.10
C 5.988 3.835 -2.015 0.1 0.0 0.0 -0.08
C 4.665 3.636 -1.662 -0.1 -0.1 0.0 -0.04
H 4.444 5.896 0.843 0.0 0.0 0.0 0.11
H 6.788 6.263 0.196 0.0 0.0 0.0 0.10
H 7.789 4.943 -1.644 0.0 0.0 0.0 0.09
H 6.427 3.223 -2.793 0.0 0.0 0.0 0.10
H 4.092 2.850 -2.138 0.0 0.1 0.0 0.09

no.,LUMO energy (Eh)
1,0.0141
2,-0.2084
3,0.0536